No. 1
ORCA calculation (ωB97M-V/def2-TZVPD) on a 2-piece molecular cluster, C6H13N2 overall at a distorted geometry.

The HOMO energy is -0.4867 Eh. Its net charge is +1. Its electronic energy is -345.60948 a.u. The calculation puts the energy relative to the best compared isomer or geometry (same formula, charge and spin) at 54.3 kcal/mol. The multiplicity is 1.

Last column: natural (NBO) charge in e.
Positions of all 21 atoms, in Å:
N: 2.01530 0.96138 -0.07404  -0.587
N: 0.95177 -1.19032 -0.40429  -0.240
C: 3.39910 1.10440 0.36463  -0.411
C: 0.22940 -2.37035 -0.27068  -0.446
C: 1.40463 -0.14647 -0.16427  0.750
C: -1.83147 0.52023 0.27562  -0.173
C: -3.12759 -0.20888 0.36184  -0.649
C: -1.53972 1.39280 -0.67203  -0.400
H: -3.78674 0.07520 -0.45324  0.227
H: 3.45311 1.19903 1.45140  0.229
H: 3.98692 0.24359 0.05099  0.233
H: 0.16849 -2.85881 -1.24380  0.252
H: 0.73306 -3.02732 0.44176  0.258
H: 1.48954 1.81595 -0.24191  0.456
H: -2.98275 -1.28898 0.33480  0.211
H: 3.81326 2.00279 -0.08809  0.244
H: -0.77258 -2.14734 0.09857  0.255
H: -1.13211 0.32776 1.08430  0.178
H: -3.61857 0.02652 1.30545  0.238
H: -0.61834 1.95366 -0.69376  0.160
H: -2.23468 1.61515 -1.46322  0.215

Forces on atoms 1 to 6 (eV/Å):
-0.0817 1.3813 0.0134
1.1442 2.3766 0.4583
0.7812 -0.0084 0.5056
-0.7537 -1.4402 -0.0375
-0.7298 -2.0968 -0.8143
-0.0713 -0.0573 0.1144

No. 2
ORCA calculation (ωB97M-V/def2-TZVPD) on an isolated ion of composition C6H13N2 and charge +1 at a distorted geometry.

The HOMO energy is -0.5238 Eh. Its net charge is +1. Its electronic energy is -345.57844 a.u. Its SMILES is CC[N@+]1(C)C=CCN1. The calculation puts the energy relative to the best compared isomer or geometry (same formula, charge and spin) at 73.8 kcal/mol. The multiplicity is 1.

Last column: natural (NBO) charge in e.
Positions of all 21 atoms, in Å:
N: 0.03451 0.50705 -0.17360  -0.100
N: 1.19090 0.90697 0.58893  -0.422
C: 0.59925 -0.62981 -0.92552  -0.069
C: -0.40997 1.64799 -0.99494  -0.423
C: -1.09521 0.10322 0.76090  -0.244
C: 1.75712 -1.04018 -0.47656  -0.146
C: -1.93953 -1.07816 0.29154  -0.658
C: 2.17750 -0.16309 0.63377  -0.286
H: -1.44112 1.35782 -1.23587  0.218
H: -2.52440 -1.35506 1.16826  0.257
H: 2.19814 -1.95149 -0.83335  0.270
H: -2.83667 -0.77924 -0.36854  0.238
H: -0.57277 -0.39323 1.57721  0.234
H: -0.15607 -1.07727 -1.68621  0.265
H: -0.35518 2.68425 -0.62782  0.270
H: -1.76366 0.96093 0.85687  0.251
H: 0.18348 1.67611 -1.95892  0.250
H: 2.33685 -0.71146 1.49191  0.227
H: 3.21936 0.12055 0.44102  0.243
H: 0.76085 1.17708 1.48712  0.385
H: -1.36338 -1.96295 -0.01620  0.240

Forces on atoms 1 to 6 (eV/Å):
1.2261 0.2127 0.4867
-0.1367 1.3085 1.5763
-3.1126 -1.1372 -2.3806
-0.2734 -0.0338 -3.0015
-0.1793 -1.9729 -0.8321
-0.9951 -0.1190 -0.0504

> Which value of electronic energy does entry 2 give?

-345.57844 a.u.

> The lowest energy relative to the best compared isomer or geometry (same formula, charge and spin) belongs to which entry?

number 1